{"formula": "C30H38N4O2V", "method": "the ωB97M-V functional and the def2-TZVPD basis", "orbital_gap_ev": [7.1, 7.6], "energy_ev": -67468.071, "relative_energy_kj_mol": 0.0, "charge": 1, "spin_multiplicity": 3, "e_lumo_ev": [-3.65, -3.26], "symbols": ["V", "O", "C", "O", "C", "C", "C", "C", "C", "N", "H", "H", "H", "H", "C", "C", "C", "C", "C", "C", "C", "C", "C", "C", "C", "C", "N", "C", "C", "C", "C", "C", "N", "C", "C", "C", "C", "H", "H", "H", "H", "H", "H", "H", "H", "H", "H", "H", "H", "H", "H", "H", "H", "H", "H", "H", "H", "H", "H", "H", "H", "H", "H", "H", "H", "H", "C", "C", "C", "N", "H", "H", "H", "H", "H"], "positions_angstrom": [[0.7830, 0.0154, 0.0023], [3.6209, -2.2494, 1.6149], [2.8254, -1.3886, 1.3760], [2.2282, -1.2006, 0.1911], [2.3742, -0.3791, 2.3993], [2.9418, -0.2914, 3.6530], [2.4829, 0.7020, 4.5075], [1.4865, 1.5619, 4.0758], [0.9645, 1.3991, 2.8022], [1.3972, 0.4380, 1.9879], [3.7265, -0.9825, 3.9253], [2.9039, 0.8097, 5.4976], [1.1087, 2.3537, 4.7063], [0.1924, 2.0493, 2.4088], [-0.6085, -3.3495, 2.9250], [-0.9968, -1.9894, 2.3540], [-1.4219, -1.0377, 3.4718], [-2.0530, -2.0536, 1.2741], [-2.9755, -3.0883, 1.2494], [-3.9710, -3.1314, 0.2827], [-4.0256, -2.1604, -0.6942], [-3.1080, -1.1092, -0.7315], [-3.1659, -0.1463, -1.9045], [-4.4313, 0.7105, -1.8650], [-3.0704, -0.8960, -3.2340], [-2.1597, -1.0512, 0.2957], [-1.2044, 0.0250, 0.3269], [-1.6005, 1.2704, 0.2530], [-0.6818, 2.2988, -0.0280], [-0.8395, 3.6794, -0.1675], [0.3963, 4.1870, -0.5470], [1.2833, 3.1031, -0.6449], [0.6442, 1.9638, -0.3387], [2.7461, 3.0907, -1.0129], [3.5741, 2.6718, 0.2078], [2.9762, 2.0883, -2.1488], [3.1867, 4.4803, -1.4691], [0.2699, -3.2462, 3.5635], [-0.3698, -4.0703, 2.1426], [-1.4030, -3.7718, 3.5423], [-0.0834, -1.5878, 1.8985], [-2.3044, -1.4317, 3.9790], [-1.6755, -0.0467, 3.0914], [-0.6289, -0.9300, 4.2140], [-2.9244, -3.8678, 1.9952], [-4.6916, -3.9374, 0.2868], [-4.7856, -2.2223, -1.4617], [-2.3013, 0.5185, -1.8631], [-5.3226, 0.0886, -1.9612], [-4.4398, 1.4269, -2.6867], [-4.5253, 1.2631, -0.9294], [-3.9413, -1.5312, -3.3979], [-2.1831, -1.5289, -3.2726], [-3.0188, -0.1901, -4.0630], [-2.6449, 1.5159, 0.4333], [-1.7581, 4.2265, -0.0284], [0.6359, 5.2158, -0.7525], [3.3856, 1.6320, 0.4841], [3.3540, 3.2976, 1.0743], [4.6376, 2.7606, -0.0165], [2.6791, 1.0709, -1.8714], [4.0362, 2.0495, -2.4051], [2.4160, 2.3674, -3.0423], [3.0720, 5.2197, -0.6759], [2.6152, 4.8162, -2.3344], [4.2395, 4.4577, -1.7513], [1.6736, -3.1131, -4.3054], [0.7741, -3.2271, -3.0733], [0.5867, -1.9316, -2.4229], [0.4287, -0.9065, -1.9316], [1.8262, -4.1046, -4.7252], [2.6432, -2.6978, -4.0397], [1.2175, -2.4831, -5.0662], [1.2019, -3.8869, -2.3144], [-0.2203, -3.6076, -3.3153]]}